(1)
Density functional theory data (ωB97M-V with the def2-TZVPD basis set) for a molecular structure, C38H43BFeO3 at a distorted geometry.

Element x y z (Å)
1 C 5.3676 -6.2874 -0.8825
2 O 5.0655 -5.2516 -1.8412
3 C 4.6970 -4.0136 -1.4036
4 C 4.1219 -3.1566 -2.3664
5 C 3.4850 -2.0084 -1.9622
6 C 3.4198 -1.6448 -0.6137
7 C 2.6030 -0.4026 -0.2393
8 C 3.3749 0.3849 0.9233
9 C 4.8264 0.6975 1.0030
10 C 5.1150 1.3142 2.2958
11 C 3.8785 1.3776 3.0300
12 C 2.8433 0.7748 2.2128
13 Fe 3.7632 2.3069 1.2954
14 C 2.3675 3.6796 1.1705
15 C 2.7952 3.2031 -0.1461
16 C 4.2276 3.4398 -0.2611
17 C 4.6786 4.0664 0.9667
18 C 3.5387 4.2115 1.8499
19 C 4.1871 -2.3822 0.3093
20 C 4.7922 -3.5809 -0.0607
21 H 5.4823 -7.1790 -1.5006
22 H 6.3031 -6.0652 -0.3542
23 H 4.5537 -6.4261 -0.1574
24 H 4.1082 -3.4666 -3.4021
25 H 3.0149 -1.3502 -2.6956
26 H 2.7159 0.2996 -1.1121
27 H 5.5965 0.4420 0.2753
28 H 6.0858 1.6439 2.6768
29 H 3.7473 1.7356 4.0498
30 H 1.8258 0.5873 2.5556
31 H 1.3451 3.7423 1.5164
32 H 2.1487 2.8517 -0.9348
33 H 4.8212 3.2722 -1.1489
34 H 5.6712 4.4600 1.1402
35 H 3.5361 4.7241 2.8035
36 H 4.3243 -2.0424 1.3422
37 H 5.2888 -4.2148 0.6768
38 C -5.7483 -0.9798 -1.6764
39 C -5.4269 -0.0374 -0.5317
40 C -6.5448 1.0148 -0.4056
41 C -5.0752 -0.7145 0.8872
42 C -6.2023 -0.7337 1.9123
43 C -4.5118 -2.1263 0.7377
44 O -4.0010 0.1045 1.4186
45 B -3.6101 0.9231 0.3678
46 C -2.9211 2.2891 0.6239
47 C -2.6861 3.1658 -0.4507
48 C -2.2917 4.4913 -0.2289
49 C -2.1433 4.9820 1.0754
50 C -2.3620 4.1116 2.1513
51 C -2.7535 2.7857 1.9291
52 C 1.1051 -0.6906 -0.1265
53 C 0.3765 0.5388 0.3862
54 C 0.2213 -1.3270 -1.3032
55 C -0.3652 -2.6074 -1.1704
56 C -1.2104 -3.1889 -2.1492
57 C -1.5618 -2.4683 -3.3022
58 C -1.1368 -1.1392 -3.3779
59 C -0.2941 -0.5863 -2.3825
60 O -4.1894 0.6389 -0.8734
61 H -6.6691 -1.5432 -1.4869
62 H -5.8920 -0.4079 -2.5992
63 H -4.9331 -1.6877 -1.8417
64 H -7.5408 0.5562 -0.2886
65 H -6.3779 1.6894 0.4486
66 H -6.5755 1.6244 -1.3203
67 H -7.0912 -1.2737 1.5548
68 H -5.8475 -1.2494 2.8119
69 H -6.4959 0.2828 2.1946
70 H -5.2891 -2.8267 0.3980
71 H -3.6612 -2.1595 0.0389
72 H -4.1556 -2.4718 1.7182
73 H -2.7624 2.7911 -1.4699
74 H -2.0599 5.1394 -1.0789
75 H -1.8555 6.0279 1.2465
76 H -2.1842 4.4706 3.1679
77 H -2.8783 2.1178 2.7779
78 H 0.9644 -1.4810 0.6664
79 H -0.3320 0.2387 1.1730
80 H 1.0369 1.3098 0.7865
81 H -0.1901 1.0112 -0.4101
82 H -0.2045 -3.1660 -0.2452
83 H -1.6173 -4.2019 -2.0048
84 H -2.1771 -2.9315 -4.0923
85 H -1.5019 -0.5258 -4.2105
86 H -0.0930 0.4777 -2.4563

- Gap between HOMO and LUMO (alpha / beta): 4.765 / 6.914 eV
- DFT total energy: -2987.88653 a.u.
- Energy above the lowest of the compared OMol25 structures with the same formula, charge and spin: 0.0 kJ/mol
- E_HOMO (alpha / beta): -4.086 / -8.699 eV
- 2S+1: 5

***

(2)
Density functional theory data (ωB97M-V with the def2-TZVPD basis set) for a molecular structure, C38H43BN8Pt at a distorted geometry.

Element x y z (Å)
1 Pt -0.1429 0.2464 0.2036
2 C 3.9090 3.1814 0.5645
3 C 3.0686 2.1371 1.3014
4 C 3.4865 2.0659 2.7753
5 C 3.1950 0.7889 0.6813
6 C 4.3682 0.0437 0.4907
7 C 3.9501 -1.1531 -0.0500
8 N 2.6152 -1.1176 -0.1685
9 N 2.1533 0.0622 0.2635
10 B 1.7374 -2.2106 -0.7678
11 N 1.0713 -1.6844 -2.0427
12 C 1.3526 -2.2257 -3.2415
13 C 0.6113 -1.5694 -4.1824
14 C -0.1431 -0.6046 -3.4579
15 N 0.1680 -0.6957 -2.1587
16 C -1.0213 0.2939 -4.2654
17 C -0.1581 1.4399 -4.8226
18 C -2.2896 0.8580 -3.6520
19 N 0.6791 -2.7102 0.2256
20 C 0.6390 -4.0048 0.5774
21 C -0.3811 -4.1728 1.4777
22 C -0.9665 -2.9021 1.6299
23 N -0.2988 -2.0266 0.8518
24 C -2.1207 -2.7305 2.5750
25 C -3.3716 -2.1097 1.9664
26 C -1.7527 -1.9448 3.8366
27 H 3.7260 4.1655 0.9878
28 H 4.9674 2.9611 0.6697
29 H 3.6679 3.2081 -0.4953
30 H 2.0119 2.4192 1.2484
31 H 4.5533 1.8775 2.8560
32 H 3.2666 3.0084 3.2701
33 H 2.9538 1.2702 3.2923
34 H 5.3696 0.3449 0.7143
35 H 4.5169 -2.0093 -0.3526
36 H 2.4229 -3.1241 -1.0571
37 H 2.0570 -3.0226 -3.3495
38 H 0.5774 -1.7391 -5.2388
39 H -1.3220 -0.3239 -5.1218
40 H 0.2222 2.0509 -4.0062
41 H 0.6834 1.0589 -5.3944
42 H -0.7659 2.0610 -5.4745
43 H -2.0583 1.6841 -2.9927
44 H -2.9247 1.2416 -4.4475
45 H -2.8428 0.0944 -3.1144
46 H 1.3256 -4.7205 0.1757
47 H -0.6863 -5.0795 1.9558
48 H -2.3770 -3.7490 2.8870
49 H -3.1942 -1.0625 1.7356
50 H -3.6848 -2.6419 1.0735
51 H -4.1782 -2.1667 2.6919
52 H -1.6650 -0.8887 3.6025
53 H -2.5402 -2.0694 4.5755
54 H -0.8235 -2.3045 4.2710
55 C -4.5132 -0.2604 -0.6278
56 C -4.9639 1.0505 -0.5598
57 C -4.0377 2.0817 -0.5647
58 C -2.6789 1.7741 -0.6114
59 N -2.2632 0.4933 -0.5408
60 C -3.1468 -0.4911 -0.5926
61 C -1.6148 2.7364 -0.9157
62 C -1.8319 4.0867 -1.1948
63 C -0.7802 4.8530 -1.6647
64 C 0.4580 4.2561 -1.8691
65 C 0.6117 2.9212 -1.5285
66 N -0.3884 2.1979 -1.0495
67 H -5.2019 -1.0868 -0.6834
68 H -6.0212 1.2618 -0.5340
69 H -4.3660 3.1080 -0.5556
70 H -2.7415 -1.4941 -0.6213
71 H -2.8107 4.5197 -1.0754
72 H -0.9279 5.8979 -1.8817
73 H 1.2823 4.8099 -2.2812
74 H 1.5589 2.4095 -1.6372
75 C -0.8834 5.1624 3.5974
76 C -0.5596 4.9741 2.2565
77 C -0.2368 3.7194 1.7805
78 C -0.2128 2.5816 2.6050
79 C 0.1098 1.2638 2.1484
80 C 0.4710 0.3189 3.1071
81 C 0.3115 0.5590 4.4742
82 C -0.1696 1.7716 4.9159
83 C -0.4294 2.8101 4.0038
84 C -0.8053 4.0923 4.4584
85 H -1.1501 6.1433 3.9602
86 H -0.5466 5.8194 1.5859
87 H 0.0908 3.6275 0.7620
88 H 0.8677 -0.6435 2.8108
89 H 0.5665 -0.2096 5.1881
90 H -0.2725 1.9606 5.9746
91 H -1.0293 4.2250 5.5064

- Total charge: +2
- Gap between HOMO and LUMO (alpha / beta): 4.931 / 4.931 eV
- DFT total energy: -2055.53707 a.u.
- E_HOMO (alpha / beta): -13.232 / -13.232 eV

***

(3)
Density functional theory data (ωB97M-V with the def2-TZVPD basis set) for a molecular structure, C38H43BrN7O12Zr at a distorted geometry.

Element x y z (Å)
1 Zr 0.0379 0.1717 -0.1290
2 O 0.4552 1.7168 -6.3314
3 C 0.5459 1.4686 -5.0001
4 C -0.2837 2.0849 -4.0738
5 C -0.1391 1.7389 -2.7550
6 N 0.7528 0.8370 -2.2988
7 C 1.6231 0.3114 -3.1918
8 C 1.5252 0.6126 -4.5441
9 C 2.8719 -0.5607 -2.8026
10 O 3.7317 -0.5754 -3.6929
11 O 2.8672 -1.1134 -1.6918
12 C -0.9476 2.4607 -1.7042
13 O -1.7912 3.2815 -2.0046
14 O -0.5973 2.1306 -0.5027
15 H -0.2861 2.3114 -6.4874
16 H -1.0358 2.8183 -4.3363
17 H 2.2603 0.1774 -5.2035
18 O 1.1643 -3.4498 -1.8464
19 C 1.1245 -2.6460 -0.9493
20 O 0.2476 -1.6499 -0.9154
21 C 1.8399 -2.9539 0.3698
22 C 0.7137 -3.2939 1.3645
23 C 1.2335 -4.0911 2.5645
24 C 1.9247 -2.9862 3.3948
25 C 1.7431 -1.7880 2.4680
26 O 0.4297 -1.9899 1.9280
27 C 2.6565 -1.9261 1.2164
28 C 2.9876 -0.5182 0.7477
29 O 4.0935 -0.0524 0.9220
30 O 1.9536 0.2111 0.4089
31 H 2.4596 -3.8212 0.1532
32 H -0.1779 -3.7050 0.9069
33 H 1.9124 -4.8826 2.2488
34 H 0.4085 -4.5470 3.1119
35 H 2.9749 -3.1872 3.6037
36 H 1.4078 -2.8148 4.3392
37 H 1.7544 -0.8243 2.9587
38 H 3.6130 -2.3699 1.4869
39 C -4.5093 -2.7482 1.0511
40 N -3.2165 -2.0758 1.0790
41 C -2.2826 -2.6126 0.1120
42 C -2.9880 -1.0618 1.9578
43 N -1.9894 -0.2175 1.8872
44 C -1.7529 0.6504 2.9914
45 C -2.7351 1.1147 3.8761
46 C -2.4320 1.6857 5.1011
47 C -1.1077 1.8152 5.4721
48 C -0.1282 1.5925 4.5176
49 C -0.4438 1.1676 3.2181
50 N 0.3317 1.4375 2.0646
51 C 1.3288 2.2985 2.0734
52 N 1.5359 3.1056 0.9760
53 C 2.8849 3.3046 0.4807
54 C 0.6135 4.1980 0.7109
55 N 2.1829 2.5058 3.1343
56 C 3.0183 1.4597 3.6863
57 C 2.6669 3.8420 3.4158
58 N -3.9264 -1.0732 3.0195
59 C -3.6407 -1.8982 4.1598
60 C -5.2483 -0.5323 2.8805
61 H -4.3926 -3.6599 0.4699
62 H -5.2697 -2.1361 0.5582
63 H -4.8593 -3.0220 2.0434
64 H -2.5838 -2.4171 -0.9161
65 H -2.2284 -3.6956 0.2624
66 H -1.3095 -2.1914 0.2653
67 H -3.7673 1.0597 3.5923
68 H -3.2345 2.0085 5.7525
69 H -0.8282 2.1621 6.4591
70 H 0.8864 1.8227 4.7766
71 H 3.4670 2.3918 0.6020
72 H 2.8155 3.5077 -0.5901
73 H 3.4037 4.1536 0.9425
74 H -0.3651 3.9744 1.1256
75 H 0.4965 4.3531 -0.3598
76 H 0.9971 5.1301 1.1513
77 H 2.7430 0.5011 3.2737
78 H 2.9478 1.4220 4.7788
79 H 4.0612 1.6343 3.4059
80 H 1.9407 4.5836 3.0933
81 H 3.6358 4.0557 2.9556
82 H 2.7844 3.9390 4.4984
83 H -2.5801 -2.1505 4.1726
84 H -4.2201 -2.8357 4.1679
85 H -3.8622 -1.3550 5.0854
86 H -5.3111 0.0772 1.9789
87 H -5.4967 0.1088 3.7378
88 H -6.0230 -1.3095 2.8204
89 Br -4.0471 4.0530 2.0507
90 C -4.6423 2.6555 0.9067
91 C -6.0041 2.4629 0.7366
92 C -6.4323 1.4559 -0.1190
93 C -5.5071 0.6702 -0.7907
94 C -4.1443 0.8699 -0.6003
95 C -3.7049 1.8697 0.2614
96 C -3.1650 -0.0007 -1.3715
97 O -3.5843 -0.6589 -2.3118
98 O -1.9554 0.0037 -0.9397
99 H -6.7126 3.0922 1.2579
100 H -7.4933 1.2961 -0.2665
101 H -5.8160 -0.0985 -1.4871
102 H -2.6471 2.0428 0.3968

- Total charge: -1
- Gap between HOMO and LUMO: 7.627 eV
- DFT total energy: -5381.41036 a.u.
- Energy above the lowest of the compared OMol25 structures with the same formula, charge and spin: 0.0 kJ/mol
- E_HOMO: -5.449 eV

***

(4)
Density functional theory data (ωB97M-V with the def2-TZVPD basis set) for a molecular structure, C38H43LiN2P2S4Si.

Element x y z (Å)
1 Li -0.1498 0.5248 -0.2542
2 C -1.2896 -3.4368 6.5757
3 S -2.8801 -3.9769 5.9017
4 C -2.6422 -3.4705 4.1732
5 C -2.6378 -1.9627 3.9802
6 C -2.4443 -1.5156 2.5307
7 N -1.0671 -1.7825 2.0008
8 P 0.1033 -0.4589 2.3088
9 C 1.4198 -1.3380 3.2322
10 C 2.6494 -0.6925 3.3356
11 C 3.6743 -1.2544 4.0848
12 C 3.4793 -2.4693 4.7322
13 C 2.2582 -3.1229 4.6189
14 C 1.2346 -2.5585 3.8685
15 C -0.5714 0.4597 3.8015
16 C -1.4720 1.4998 3.5576
17 C -2.0162 2.2476 4.5958
18 C -1.6409 1.9993 5.9072
19 C -0.7011 1.0095 6.1661
20 C -0.1712 0.2532 5.1278
21 P -1.2723 -1.8975 0.2049
22 C -2.4370 -3.3287 0.1147
23 C -3.4004 -3.2980 -0.8916
24 C -4.2906 -4.3543 -1.0554
25 C -4.2396 -5.4454 -0.2014
26 C -3.2896 -5.4792 0.8142
27 C -2.3942 -4.4297 0.9660
28 C 0.1125 -2.7858 -0.6493
29 C 0.6488 -2.0893 -1.7324
30 C 1.5627 -2.6946 -2.5889
31 C 1.9409 -4.0093 -2.3851
32 C 1.4016 -4.7243 -1.3201
33 C 0.4965 -4.1194 -0.4682
34 H -1.2524 -3.7590 7.6162
35 H -1.1923 -2.3522 6.5300
36 H -0.4721 -3.9023 6.0237
37 H -3.4530 -3.9419 3.6153
38 H -1.7020 -3.9110 3.8373
39 H -1.8621 -1.5236 4.6009
40 H -3.5931 -1.5572 4.3242
41 H -2.7111 -0.4615 2.4462
42 H -3.1689 -2.0469 1.9183
43 H 2.8029 0.2363 2.7929
44 H 4.6345 -0.7562 4.1467
45 H 4.2805 -2.9117 5.3144
46 H 2.1063 -4.0755 5.1162
47 H 0.2824 -3.0688 3.7569
48 H -1.7521 1.7380 2.5408
49 H -2.7265 3.0335 4.3655
50 H -2.0643 2.5779 6.7211
51 H -0.3720 0.8227 7.1823
52 H 0.5583 -0.5083 5.3684
53 H -3.4474 -2.4322 -1.5454
54 H -5.0315 -4.3185 -1.8450
55 H -4.9416 -6.2629 -0.3170
56 H -3.2482 -6.3240 1.4924
57 H -1.6582 -4.4517 1.7616
58 H 0.3378 -1.0700 -1.9319
59 H 1.9680 -2.1287 -3.4194
60 H 2.6443 -4.4868 -3.0578
61 H 1.6992 -5.7519 -1.1465
62 H 0.1099 -4.6913 0.3650
63 S -3.2234 3.4331 -2.1489
64 C -2.2174 2.2505 -1.4770
65 S -1.3516 1.1176 -2.4515
66 S -2.0092 2.1231 0.2463
67 C 4.6793 2.0013 -0.1114
68 Si 2.8660 1.4622 -0.3824
69 C 2.4098 1.9115 -2.1499
70 C 1.9197 2.6461 0.7448
71 N 2.4733 -0.1378 0.0281
72 C 3.3640 -1.1782 0.0168
73 C 4.6148 -1.1636 -0.6811
74 C 5.5414 -2.1921 -0.5926
75 C 5.2910 -3.3318 0.1641
76 C 4.0510 -3.4212 0.7967
77 C 3.1210 -2.4017 0.7043
78 H 4.7287 3.0574 0.1809
79 H 5.3016 1.8713 -1.0042
80 H 5.1283 1.4037 0.6936
81 H 2.8003 2.8986 -2.4337
82 H 1.3194 1.9392 -2.2780
83 H 2.7998 1.1679 -2.8577
84 H 2.1149 3.6854 0.4535
85 H 2.2175 2.5260 1.7947
86 H 0.8307 2.5016 0.6911
87 H 4.8330 -0.3205 -1.3215
88 H 6.4777 -2.1090 -1.1376
89 H 6.0232 -4.1276 0.2427
90 H 3.8042 -4.3091 1.3725
91 H 2.1653 -2.5221 1.1861

- Total charge: -2
- Gap between HOMO and LUMO: 4.449 eV
- DFT total energy: -4155.97233 a.u.
- Energy above the lowest of the compared OMol25 structures with the same formula, charge and spin: 54.8 kJ/mol
- E_HOMO: -0.885 eV